1.
ORCA calculation (ωB97M-V/def2-TZVPD) on 2 unconnected molecules or ions with the total composition C4H9N2OP at a distorted geometry.

Structure (XYZ):
```
17
Properties=species:S:1:pos:R:3:forces:R:3
P 0.558847 1.533190 -1.970756 1.1636 -1.5731 -0.8944
O -0.530021 1.858102 -1.066973 -1.3507 0.7477 1.0866
N 0.669187 -0.133161 -1.937272 1.3175 2.8726 -0.1059
N -1.091723 0.079027 1.536418 -0.3977 -0.5892 -0.9617
C 1.135564 -1.378756 -2.426312 1.0520 -0.5577 -1.8628
C 0.303370 0.290013 1.901598 -1.9243 4.9092 -1.2389
C -0.879079 1.112281 2.499753 -0.7011 -3.0317 2.6878
C 0.051604 -1.277176 -1.472755 -5.1413 -0.0515 2.1742
H -1.126905 2.113858 2.298026 0.3158 1.1771 -0.6524
H 1.025313 1.013922 1.431661 -0.8461 -1.2178 -0.2209
H 0.066505 -1.523200 -0.426427 1.2887 -0.2239 0.4991
H -1.290941 0.770571 3.555812 1.0592 0.8906 -2.0135
H 0.922750 -1.562906 -3.489792 0.1660 -0.1814 0.5564
H -1.495906 0.337436 0.621941 1.1330 0.2879 0.6271
H 0.662939 -0.361772 2.579828 1.4059 -2.4053 1.7174
H -1.111288 -1.199315 -1.567384 1.9265 -0.9133 -1.2289
H 2.129783 -1.672115 -2.067366 -0.4671 -0.1404 -0.1692
```
Forces are in eV/Å.

Summary:
Multiplicity: 1
Orbital gap in eV: 9.113
Largest force on an atom in eV/Å: 5.6
Structure (SMILES): O=PN1CC1.C1CN1
DFT total energy in hartree: -683.8007

These are the Mulliken partial charges, in e, on atoms 1 to 5: number 1, P, carries 0.0075; number 2, O, carries -0.3982; number 3, N, carries 0.1938; number 4, N, carries -0.4790; number 5, C, carries -0.0175

2.
ORCA calculation (ωB97M-V/def2-TZVPD) on a gas-phase ion, C4H9N2OS (charge -1) at a distorted geometry.

Structure (XYZ):
```
17
Properties=species:S:1:pos:R:3:forces:R:3
S 2.180569 1.653595 -1.441548 -0.1334 -0.0930 -0.0397
O -0.369771 -2.749342 -0.630279 -0.1133 -0.1337 -0.0815
N -1.833902 0.805996 1.056087 -0.4279 0.0902 0.1388
N 0.966979 -0.905598 -0.640145 0.2651 -0.2719 0.0862
C -0.698035 -0.107187 0.935350 0.1990 0.8540 -0.6604
C 0.720250 -2.198872 -0.745774 -0.0961 -0.4367 0.1653
C 0.616569 1.496311 -0.493202 0.1057 0.3002 -0.7378
C -0.037475 0.101182 -0.439411 -0.1586 0.0942 0.3709
H 0.843640 1.832321 0.511699 -0.1033 0.0077 0.4449
H -0.130105 2.180467 -0.907764 0.0805 -0.0006 0.1104
H 1.640124 -2.782353 -0.923444 0.0378 -0.0699 -0.1044
H -1.527385 1.718422 1.363140 0.1072 0.1114 -0.1499
H 1.905876 -0.577188 -0.859007 -0.0071 0.4778 -0.1353
H -2.509647 0.501507 1.743152 0.0689 -0.1982 0.0333
H -0.831495 0.004623 -1.187349 0.1692 0.0010 -0.1242
H 0.088686 0.156834 1.640198 0.1025 -0.4490 0.4802
H -1.024882 -1.130720 1.018303 -0.0961 -0.2836 0.2033
```
Forces are in eV/Å.

Summary:
Multiplicity: 1
Orbital gap in eV: 6.604
Largest force on an atom in eV/Å: 1.1
Structure (SMILES): NC[C@@H](C[S-])NC=O
DFT total energy in hartree: -740.8078
Total charge: -1

These are the Mulliken partial charges, in e, on atoms 1 to 5: number 1, S, carries -0.6475; number 2, O, carries -0.6305; number 3, N, carries -0.5752; number 4, N, carries -0.0344; number 5, C, carries -0.8877